(1)
The following is a DFT calculation (ωB97M-V with the def2-TZVPD basis set) of 2 unconnected molecules or ions with the total composition C3H4INS at a distorted geometry.

**Calculated total energy**: -23601.0191 eV
**HOMO energy**: -9.42 eV
**Orbital gap**: 9.96 eV
**Molecular weight**: 213.04 g/mol
**LUMO energy**: 0.0198 hartree
**SMILES string**: c1cscn1.I

Cartesian coordinates (Å):
C1 1.65 0.10 -1.11
C2 1.22 -1.17 -1.11
S1 0.74 -1.65 0.49
C3 0.98 0.06 1.03
N1 1.40 0.79 0.08
H1 2.17 0.57 -1.98
H2 1.50 -1.94 -1.88
H3 0.67 0.35 2.01
I1 -3.47 -0.08 -0.05
H4 -4.59 -1.25 -0.06

Here are the Mulliken charges for atoms 1 to 8, given in e: number 1, C, carries -0.329; number 2, C, carries -0.109; number 3, S, carries -0.109; number 4, C, carries -0.015; number 5, N, carries -0.488; number 6, H, carries 0.328; number 7, H, carries 0.333; number 8, H, carries 0.391


(2)
The following is a DFT calculation (ωB97M-V with the def2-TZVPD basis set) of 2 unconnected molecules or ions with the total composition C36H39N3O6 at a distorted geometry.

**Calculated total energy**: -54716.6162 eV
**HOMO energy**: -5.75 eV
**Orbital gap**: 3.77 eV
**Molecular weight**: 609.72 g/mol
**LUMO energy**: -0.0727 hartree

Cartesian coordinates (Å):
C1 3.94 -3.21 -2.36
C2 5.10 -2.27 -2.67
N1 4.74 -0.91 -2.38
C3 5.69 0.17 -2.25
C4 4.81 1.42 -1.99
C5 3.41 0.92 -2.08
C6 2.18 1.51 -1.94
C7 0.98 0.71 -2.06
C8 -0.26 1.29 -1.72
C9 -1.54 0.68 -1.80
C10 -2.69 1.50 -2.09
C11 -3.93 0.91 -2.23
C12 -4.01 -0.49 -2.09
N2 -5.28 -0.93 -2.23
C13 -5.68 -2.29 -2.00
C14 -4.52 -3.24 -2.28
C15 -3.19 -2.80 -1.65
C16 -2.93 -1.34 -1.79
C17 -1.72 -0.71 -1.56
C18 -6.22 0.17 -2.35
C19 -5.31 1.42 -2.47
C20 1.12 -0.64 -2.54
C21 2.34 -1.27 -2.57
C22 3.46 -0.46 -2.33
C23 2.58 -2.72 -2.89
H1 4.17 -4.19 -2.80
H2 3.87 -3.34 -1.28
H3 5.98 -2.51 -2.06
H4 5.39 -2.37 -3.73
H5 6.39 -0.03 -1.42
H6 6.30 0.28 -3.16
H7 5.05 1.85 -1.01
H8 5.02 2.20 -2.74
H9 2.08 2.57 -1.71
H10 -0.25 2.37 -1.54
H11 -2.56 2.57 -2.21
H12 -6.01 -2.41 -0.95
H13 -6.54 -2.50 -2.64
H14 -4.78 -4.24 -1.92
H15 -4.38 -3.30 -3.37
H16 -3.17 -3.08 -0.59
H17 -2.37 -3.35 -2.12
H18 -0.88 -1.31 -1.19
H19 -6.87 0.03 -3.23
H20 -6.88 0.23 -1.46
H21 -5.60 2.19 -1.75
H22 -5.42 1.85 -3.47
H23 0.24 -1.21 -2.85
H24 2.53 -2.87 -3.98
H25 1.78 -3.32 -2.45
C24 -3.88 2.11 3.65
C25 -2.95 0.97 3.96
O1 -1.69 1.34 3.36
C26 -0.78 0.36 3.47
C27 0.57 0.69 2.95
C28 0.76 1.71 1.93
O2 1.72 1.77 1.15
O3 -0.22 2.63 1.86
C29 0.09 3.77 1.02
C30 -1.17 4.57 0.90
C31 1.68 0.00 3.51
C32 3.04 0.15 3.02
C33 4.11 -0.47 3.64
C34 3.91 -1.29 4.78
N3 5.01 -1.90 5.44
O4 4.78 -2.64 6.42
O5 6.17 -1.68 5.02
C35 2.60 -1.48 5.28
C36 1.53 -0.87 4.66
O6 -1.10 -0.73 3.95
H26 -4.89 1.86 3.96
H27 -3.57 3.02 4.18
H28 -3.89 2.33 2.57
H29 -2.82 0.85 5.04
H30 -3.32 0.03 3.51
H31 0.90 4.34 1.50
H32 0.43 3.41 0.04
H33 -0.97 5.49 0.34
H34 -1.95 4.01 0.36
H35 -1.56 4.86 1.88
H36 3.20 0.76 2.14
H37 5.12 -0.34 3.28
H38 2.45 -2.10 6.16
H39 0.53 -1.07 5.03

Here are the Mulliken charges for atoms 1 to 8, given in e: number 1, C, carries -0.841; number 2, C, carries -0.641; number 3, N, carries 0.022; number 4, C, carries -0.751; number 5, C, carries -0.690; number 6, C, carries 0.164; number 7, C, carries -0.806; number 8, C, carries 0.719


(3)
The following is a DFT calculation (ωB97M-V with the def2-TZVPD basis set) of 2 unconnected molecules or ions with the total composition C2H6N2O at a distorted geometry.

**Calculated total energy**: -7199.4738 eV
**HOMO energy**: -10.33 eV
**Orbital gap**: 11.40 eV
**Molecular weight**: 74.08 g/mol
**LUMO energy**: 0.0392 hartree
**SMILES string**: CCO.N#N

Cartesian coordinates (Å):
C1 1.39 -0.76 0.08
C2 0.27 0.19 -0.29
O1 0.61 1.56 -0.06
H1 1.16 -1.79 -0.23
H2 1.60 -0.72 1.15
H3 2.32 -0.45 -0.45
H4 0.03 0.12 -1.34
H5 -0.63 -0.09 0.27
H6 0.58 1.69 0.89
N1 -4.21 0.08 -0.02
N2 -3.10 0.15 0.00

Here are the Mulliken charges for atoms 1 to 8, given in e: number 1, C, carries -0.943; number 2, C, carries -0.178; number 3, O, carries -0.531; number 4, H, carries 0.305; number 5, H, carries 0.294; number 6, H, carries 0.254; number 7, H, carries 0.321; number 8, H, carries 0.213


(4)
The following is a DFT calculation (ωB97M-V with the def2-TZVPD basis set) of C4H2O2 in the gas phase at a distorted geometry.

**Calculated total energy**: -8269.6372 eV
**HOMO energy**: -8.45 eV
**Orbital gap**: 7.78 eV
**Molecular weight**: 82.06 g/mol
**LUMO energy**: -0.0246 hartree

Cartesian coordinates (Å):
C1 -0.36 -0.89 1.10
C2 0.31 -0.87 -0.06
C3 1.39 -0.72 -0.72
C4 -1.01 0.10 0.14
O1 2.44 -0.48 -1.15
O2 -0.75 1.39 0.23
H1 -1.82 -0.21 -0.58
H2 -0.21 1.67 1.05

What are the Mulliken partial charges on each atom? They are as follows, in elementary charge units: number 1, C, carries -0.732; number 2, C, carries -0.033; number 3, C, carries 0.792; number 4, C, carries 0.076; number 5, O, carries -0.352; number 6, O, carries -0.476; number 7, H, carries 0.343; number 8, H, carries 0.382


(5)
The following is a DFT calculation (ωB97M-V with the def2-TZVPD basis set) of a molecular structure, C4H6N2O at a distorted geometry.

**Calculated total energy**: -9268.0508 eV
**HOMO energy**: -8.54 eV
**Orbital gap**: 8.36 eV
**Molecular weight**: 98.10 g/mol
**LUMO energy**: -0.0065 hartree

Cartesian coordinates (Å):
C1 -0.97 -0.91 0.55
C2 1.06 0.86 0.10
N1 0.21 -1.54 0.78
C3 0.84 -0.51 -0.51
C4 -0.36 0.82 -0.31
N2 -1.25 1.57 -0.76
O1 1.30 -1.10 -1.45
H1 0.28 -2.45 0.33
H2 -1.05 2.56 -0.61
H3 -1.69 -1.32 -0.16
H4 -1.38 -0.33 1.37
H5 1.30 0.86 1.16
H6 1.71 1.50 -0.50

Here are the Mulliken charges for atoms 1 to 8, given in e: number 1, C, carries -0.490; number 2, C, carries -0.447; number 3, N, carries -0.617; number 4, C, carries 0.696; number 5, C, carries 0.227; number 6, N, carries -0.636; number 7, O, carries -0.542; number 8, H, carries 0.298


(6)
The following is a DFT calculation (ωB97M-V with the def2-TZVPD basis set) of 4 unconnected molecules or ions with the total composition C40H53F3N7O2Si at a distorted geometry.

**Calculated total energy**: -72873.6936 eV
**HOMO energy**: -9.31 eV
**Orbital gap**: 3.87 eV
**Molecular weight**: 748.99 g/mol
**LUMO energy**: -0.2001 hartree
**Net charge**: +1

Cartesian coordinates (Å):
C1 2.62 -4.96 -0.50
C2 3.60 -4.00 -1.36
O1 4.26 -4.58 -2.29
N1 3.81 -2.58 -1.15
C3 3.95 -1.73 -2.35
C4 3.05 -1.99 -0.03
C5 3.96 -1.71 1.21
C6 5.52 -2.02 1.32
C7 6.40 -1.00 0.43
C8 6.28 0.52 0.89
F1 5.09 1.16 1.36
C9 7.45 1.33 0.82
F2 8.78 0.83 0.91
F3 7.28 2.72 0.62
C10 3.12 -1.07 2.40
O2 3.70 -0.71 3.66
C11 3.88 -1.97 4.33
N2 3.96 -3.08 4.81
C12 1.63 -0.90 1.98
N3 0.94 -1.24 0.81
N4 1.65 -1.78 -0.19
C13 0.82 -2.10 -1.42
C14 0.69 -0.86 -2.44
C15 0.36 0.56 -1.76
C16 -1.22 0.76 -1.42
C17 -1.59 2.31 -1.12
C18 -3.14 2.63 -1.51
C19 -4.18 2.11 -0.39
C20 -4.77 0.64 -0.79
Si1 -5.27 -0.28 0.83
C21 -6.70 0.75 1.62
C22 -3.78 -0.42 2.03
C23 -5.81 -2.06 0.30
C24 -6.65 -2.20 -1.03
C25 -7.11 -3.63 -1.44
C26 -6.78 -4.90 -0.59
C27 -5.91 -4.73 0.72
C28 -5.43 -3.32 1.16
H1 1.66 -4.41 -0.17
H2 3.25 -5.34 0.40
H3 2.37 -5.92 -1.10
H4 5.03 -1.87 -2.77
H5 3.25 -2.02 -3.22
H6 3.88 -0.61 -2.07
H7 5.90 -2.12 2.40
H8 5.68 -3.07 0.84
H9 7.51 -1.29 0.45
H10 6.08 -1.04 -0.68
H11 0.97 -0.40 2.79
H12 1.16 -3.05 -1.96
H13 -0.25 -2.31 -1.04
H14 1.58 -0.72 -3.15
H15 -0.21 -1.11 -3.13
H16 1.00 0.79 -0.84
H17 0.60 1.37 -2.55
H18 -1.90 0.38 -2.27
H19 -1.42 0.19 -0.45
H20 -1.52 2.51 0.02
H21 -0.94 3.05 -1.71
H22 -3.44 2.15 -2.52
H23 -3.29 3.77 -1.66
H24 -5.07 2.81 -0.25
H25 -3.60 1.98 0.59
H26 -5.71 0.76 -1.44
H27 -3.91 0.09 -1.34
H28 -6.25 1.75 1.95
H29 -7.49 0.96 0.81
H30 -7.18 0.24 2.52
H31 -3.52 0.61 2.46
H32 -4.05 -1.17 2.85
H33 -2.90 -0.85 1.42
H34 -6.90 -1.24 -1.61
H35 -7.75 -3.71 -2.40
H36 -7.15 -5.94 -0.90
H37 -5.66 -5.68 1.31
H38 -4.80 -3.19 2.10
N5 4.65 4.54 0.50
C29 4.84 5.77 1.07
C30 3.61 6.38 1.17
C31 2.65 5.48 0.66
C32 3.32 4.35 0.25
H39 5.38 3.88 0.29
H40 5.83 6.11 1.34
H41 3.43 7.36 1.58
H42 1.58 5.64 0.59
H43 2.96 3.44 -0.20
N6 9.75 1.31 -2.91
C33 9.45 1.09 -4.23
C34 8.48 0.12 -4.29
C35 8.18 -0.26 -2.96
C36 8.98 0.49 -2.13
H44 10.43 1.96 -2.57
H45 9.95 1.65 -5.01
H46 8.03 -0.27 -5.19
H47 7.46 -1.00 -2.64
H48 9.06 0.51 -1.05
N7 -10.29 2.07 2.15
C37 -9.80 2.53 3.34
C38 -10.61 2.07 4.35
C39 -11.63 1.29 3.74
C40 -11.40 1.31 2.38
H49 -9.89 2.26 1.24
H50 -8.91 3.15 3.38
H51 -10.49 2.26 5.40
H52 -12.44 0.77 4.23
H53 -11.93 0.84 1.56

Here are the Mulliken charges for atoms 1 to 8, given in e: number 1, C, carries -0.825; number 2, C, carries 0.618; number 3, O, carries -0.585; number 4, N, carries 0.589; number 5, C, carries -0.926; number 6, C, carries -0.193; number 7, C, carries 0.069; number 8, C, carries -1.112